1.
DFT (ωB97M-V/def2-TZVPD) results for C10H30OP2SeSiV as an isolated structure at a distorted geometry.

```
46
Properties=species:S:1:pos:R:3:nbo_charge:R:1
H 3.56 0.18 -1.81 0.223
O 1.38 0.80 -1.29 -0.877
H 3.82 1.12 -3.31 0.202
C 0.05 -2.77 -2.33 -0.938
Se -0.60 -1.21 1.58 -0.238
P 0.91 1.58 1.63 1.020
H -1.81 2.20 -2.29 0.224
H -3.44 0.54 -0.32 -0.177
C 1.74 1.10 -2.59 0.112
H 1.31 3.46 0.15 0.253
H -3.17 -2.00 -0.43 0.262
H -1.31 3.40 -1.05 0.229
P -1.09 -1.57 -1.57 1.013
H -0.52 -3.38 -3.04 0.228
H -2.07 -1.61 -3.72 0.227
H 1.37 3.90 1.89 0.221
H -2.68 -0.21 -2.78 0.252
C 1.72 2.62 -2.77 -0.619
C -1.79 -0.80 -3.05 -0.953
H 2.62 3.06 -2.32 0.200
V -0.13 0.04 -0.16 0.346
H 0.43 0.63 3.78 0.253
C 2.70 1.43 1.96 -0.937
H 2.92 0.43 2.35 0.242
Si -2.17 1.30 0.05 0.577
H -3.06 3.06 -1.33 0.231
H -0.87 1.72 3.25 0.254
C -2.42 -2.62 -0.93 -0.941
H 2.98 2.20 2.70 0.223
H -1.06 -0.15 -3.54 0.246
H 0.86 -2.24 -2.85 0.248
H 0.49 -3.41 -1.55 0.250
H -2.86 -3.17 -1.77 0.226
H -2.39 2.14 1.30 -0.167
H 3.26 1.59 1.02 0.252
H 0.84 3.09 -2.30 0.212
C 0.21 1.59 3.30 -0.952
H 1.04 0.67 -3.32 0.119
C 3.13 0.44 -2.78 -0.622
H 3.00 -0.49 -3.35 0.200
H -2.00 -3.32 -0.20 0.258
H -0.21 3.66 1.07 0.241
C 0.84 3.32 1.13 -0.954
C -2.05 2.63 -1.31 -1.098
H 1.69 2.87 -3.84 0.204
H 0.68 2.41 3.87 0.225
```

Summary:
maximum force = 0.06248 Eh/bohr
total charge = 0
multiplicity = 2
energy relative to the best compared isomer or geometry (same formula, charge and spin) = 0.0 kJ/mol
molar mass = 386.3 g mol⁻¹



2.
DFT (ωB97M-V/def2-TZVPD) results for C10H31B2CsNO as an isolated structure at a distorted geometry.

```
46
Properties=species:S:1:pos:R:3:mulliken_charge:R:1
H -2.77 -1.40 2.19 0.401
H 0.95 1.91 1.05 -0.437
C -2.54 1.26 -2.75 -0.528
C -3.26 2.60 -2.79 -0.563
H 1.39 -5.01 0.13 0.410
C -3.47 2.87 -1.31 -0.635
N 0.55 -2.08 1.74 0.453
H 3.24 1.81 -4.35 -0.256
H 3.40 -0.21 -4.37 -0.241
H -2.08 -2.24 0.82 0.268
H 2.49 -3.95 0.92 0.325
B 1.56 2.80 0.52 -0.119
H 1.72 -2.38 3.51 0.245
H 1.90 0.26 1.92 0.310
C 1.53 -3.97 0.42 -1.109
H -1.38 3.12 -0.62 0.216
H -1.93 1.09 -3.64 0.323
H -4.16 2.53 -3.40 0.348
H 2.20 0.75 -3.12 -0.471
H -1.84 -0.54 0.93 0.021
C 0.44 -3.50 1.37 -0.591
H 0.44 -4.12 2.29 0.327
H 0.97 3.17 -0.46 -0.226
H 1.49 0.00 3.62 0.325
C -2.16 2.35 -0.70 -0.179
H 2.61 -2.29 1.99 0.252
H -0.94 -2.40 3.22 0.285
H 1.66 3.70 1.33 -0.217
C -0.67 -1.68 2.43 -0.466
H -2.33 1.93 0.29 0.185
C 2.06 -0.40 2.77 -1.221
H 3.09 -0.31 3.12 0.407
H -0.54 -3.65 0.92 0.304
B 3.28 0.79 -3.68 0.288
H -2.59 3.34 -3.22 0.276
H 4.17 0.92 -2.87 -0.231
H -4.31 2.29 -0.91 0.259
Cs 0.76 -0.12 -0.83 1.129
H -0.46 -0.72 2.90 0.223
C 1.76 -1.88 2.53 -0.463
H -3.25 0.43 -2.62 0.286
O -1.72 1.31 -1.58 -0.380
C -1.90 -1.44 1.54 -0.916
H 2.68 2.44 0.28 -0.150
H 1.61 -3.32 -0.45 0.183
H -3.64 3.93 -1.09 0.348
```

Summary:
maximum force = 0.02294 Eh/bohr
total charge = -1
calculated total energy = -16309.631 eV
molar mass = 335.9 g mol⁻¹



3.
DFT (ωB97M-V/def2-TZVPD) results for a 3-piece molecular cluster, C10H31BO12P4 overall at a distorted geometry.

```
58
Properties=species:S:1:pos:R:3:nbo_charge:R:1
H -6.52 -1.92 -7.81 0.185
O -1.27 -0.90 1.48 -0.769
H 3.57 -0.82 0.92 0.272
H -2.00 1.09 1.84 0.188
H -7.41 -3.34 -2.64 0.185
C 8.90 3.16 3.45 -0.264
H -7.44 -3.74 -4.37 0.200
H -3.13 -2.70 -2.79 0.178
C -4.49 -0.64 1.69 -0.672
H -2.09 -2.87 -4.24 0.167
H -3.92 -1.65 -0.60 0.478
O -5.63 -3.03 -3.61 -0.799
O 6.47 2.99 2.25 -0.992
H 3.25 1.02 1.41 0.261
H 2.56 -0.39 2.52 0.247
H 8.98 2.88 2.40 0.207
O 7.94 4.19 3.60 -0.690
C 3.96 3.44 4.82 -0.280
P 6.28 3.70 3.60 2.216
O 1.09 -4.31 -0.04 -1.050
C -5.98 -2.73 -7.32 -0.263
O 4.62 3.21 3.59 -0.645
H 8.63 2.30 4.06 0.186
H 7.08 5.47 1.65 0.200
C -1.98 0.29 0.98 -0.111
H 9.87 3.55 3.77 0.188
H 4.45 2.86 5.62 0.166
P 0.05 -1.34 0.38 0.460
C -3.54 0.03 0.53 0.088
H 1.03 1.99 0.17 0.506
C 6.58 6.06 2.42 -0.244
C -2.65 -3.41 -3.47 -0.282
O -3.62 -4.24 -4.08 -0.634
C 2.79 -0.08 1.41 -1.057
H -1.96 -4.03 -2.90 0.208
O -3.58 -0.72 -0.76 -0.741
H 1.84 -3.15 2.05 -0.046
C -7.05 -3.04 -3.63 -0.243
O -5.97 -2.49 -5.92 -0.697
O 5.81 5.26 3.31 -0.797
H 2.93 3.11 4.73 0.195
H -1.43 0.76 0.04 0.206
H -4.53 0.07 2.64 0.228
O -5.31 -4.69 -5.56 -0.997
H 3.98 4.50 5.07 0.182
H -4.22 -1.75 1.95 0.227
B 1.45 -0.01 0.45 0.754
O 1.25 1.20 -0.42 -0.935
H -7.42 -2.04 -3.84 0.181
H 7.32 6.62 3.00 0.182
H -4.96 -2.76 -7.71 0.185
H 5.92 6.78 1.93 0.189
P -4.79 -3.36 -5.00 2.220
H -5.60 -0.65 1.25 0.225
P 0.74 -3.28 1.14 1.077
H -6.49 -3.67 -7.53 0.205
H -0.39 -3.88 1.85 -0.021
H -4.00 1.10 0.29 0.183
```

Summary:
maximum force = 0.20242 Eh/bohr
total charge = 0
SMILES string = CB(O)P(OC[C@H](C)O)[PH2]=O.COP(=O)(OC)OC.COP(=O)(OC)OC
calculated total energy = -73266.455 eV
molar mass = 478.1 g mol⁻¹